No. 1
Computed, not measured: a 2-piece molecular cluster, C7H11N4O overall, with the ωB97M-V functional and the def2-TZVPD basis.

Each line ends with the Löwdin charge.
Element x y z (Å)
C  1.1221  0.1882  -0.0117  -0.1303
C  2.4498  0.8326  0.1353  -0.1680
C  1.4976  -1.1639  -0.0425  -0.2102
C  3.5532  -0.3430  -0.3488  -0.4242
C  0.6830  -2.1994  0.6076  0.0141
C  -3.1396  -0.6105  -0.5099  -0.0608
C  -2.6544  1.7685  -0.0767  -0.0025
N  2.8074  -1.3742  -0.1038  0.2431
N  2.5942  2.0275  0.3601  0.2565
N  0.0592  0.9513  -0.1093  0.2568
N  -2.3630  0.5950  -0.0837  -0.1555
O  4.5515  -0.1238  -0.8653  0.2438
H  0.7630  -3.1640  0.1455  0.0900
H  -0.4924  -1.9011  0.7134  0.1351
H  1.1240  -2.2337  1.6011  0.1088
H  -2.4471  -0.9143  -1.4546  0.1349
H  -3.0169  -1.3676  0.3440  0.0928
H  -4.2714  -0.4405  -0.7495  0.1150
H  -3.6081  2.2100  -0.3044  0.1034
H  -1.8794  2.4412  0.3544  0.1001
H  3.4875  2.4224  0.3618  0.0816
H  0.1396  1.9186  0.2081  0.1292
H  -0.9599  0.4807  -0.1710  0.0465

Output
Charge: +1
Spin multiplicity: 1

---

No. 2
Computed, not measured: a 11-piece molecular cluster, C19H64O23P4 overall, with the ωB97M-V functional and the def2-TZVPD basis.

Each line ends with the Löwdin charge.
Element x y z (Å)
C  11.0127  -0.5406  -1.7553  -0.2079
O  10.3093  -1.7051  -1.9551  -0.0997
H  11.8016  -0.3625  -2.4861  0.0795
H  10.3321  0.3108  -1.7471  0.0764
H  11.5212  -0.5376  -0.7912  0.0735
H  10.7552  -2.1460  -2.6820  0.0782
C  -3.7306  -8.1603  -4.2210  -0.2152
O  -3.4147  -8.8352  -3.0928  -0.1069
H  -3.2570  -7.1800  -4.1666  0.0766
H  -3.3067  -8.6748  -5.0833  0.0783
H  -4.8064  -7.9865  -4.2436  0.0833
H  -4.1542  -9.3280  -2.7298  0.0839
C  5.1079  -6.3758  -1.4209  -0.2030
O  5.1066  -6.5374  -2.7866  -0.1095
H  5.6784  -5.4580  -1.2783  0.0789
H  4.0809  -6.1894  -1.1069  0.0744
H  5.5629  -7.1405  -0.7913  0.0806
H  5.0447  -7.4726  -2.9943  0.0786
C  -3.4891  0.9593  -6.3212  -0.1692
O  -3.8143  2.0362  -7.2057  -0.1176
H  -2.8531  1.5777  -5.6878  0.0797
H  -4.2346  0.3610  -5.7975  0.0719
H  -2.9319  0.1511  -6.7949  0.0702
H  -4.2515  1.5712  -7.9227  0.0653
C  -9.1454  0.6026  -4.3191  -0.1670
O  -8.3630  0.7967  -3.1569  -0.1312
H  -8.8705  1.1667  -5.2103  0.0696
H  -9.0334  -0.4512  -4.5745  0.0790
H  -10.1076  0.9393  -3.9334  0.0808
H  -8.7352  1.5834  -2.7518  0.0687
C  -4.2425  8.4935  -5.4641  -0.1679
O  -5.4334  8.2976  -4.7075  -0.1228
H  -4.4505  8.8163  -6.4842  0.0704
H  -3.5595  9.2156  -5.0167  0.0788
H  -3.7545  7.5256  -5.5788  0.0724
H  -5.8576  7.5482  -5.1319  0.0691
C  -4.7591  8.5506  1.1686  -0.2067
O  -4.1558  8.9257  2.3364  -0.1122
H  -5.6482  9.1801  1.1316  0.0787
H  -4.1405  8.7618  0.2964  0.0833
H  -5.0512  7.5017  1.2185  0.0784
H  -4.9036  8.9648  2.9370  0.0784
C  2.7506  5.3169  -4.5881  -0.0570
O  3.8407  6.0382  -5.3119  -0.2614
P  5.4882  5.6921  -5.2133  0.5820
O  6.4476  6.5929  -5.9484  -0.2591
O  5.6278  4.0853  -5.6604  -0.2332
C  6.8909  3.5277  -5.4191  -0.1521
O  5.9089  5.6716  -3.5831  -0.2795
C  5.6093  6.8736  -2.8295  -0.0956
H  3.0203  4.5319  -3.8815  0.0865
H  2.2138  4.8362  -5.4059  0.0824
H  2.1236  6.0889  -4.1420  0.0849
H  7.3615  4.0933  -4.6150  0.0759
H  7.4547  3.5655  -6.3512  0.0893
H  7.0552  2.4791  -5.1709  0.0863
H  6.4763  7.0666  -2.1976  0.0886
H  4.7629  6.7292  -2.1580  0.0817
H  5.3900  7.6570  -3.5548  0.0805
C  -5.9092  -1.2628  2.3421  -0.1178
O  -5.1115  -0.2450  2.9051  -0.2073
P  -5.8958  0.7235  3.8903  0.4488
O  -7.1782  1.3229  3.4491  -0.2327
O  -5.9627  -0.2226  5.2551  -0.2260
C  -6.5827  0.3678  6.4080  -0.1252
O  -4.7766  1.8038  4.3257  -0.2041
C  -3.5060  1.3034  4.6663  -0.1334
H  -5.7997  -1.1479  1.2637  0.0941
H  -6.9647  -1.3552  2.5977  0.0930
H  -5.4853  -2.2324  2.6035  0.0912
H  -6.0340  1.2137  6.8222  0.0830
H  -6.6622  -0.1854  7.3439  0.0804
H  -7.6296  0.6371  6.2684  0.0860
H  -3.2727  0.2444  4.5553  0.0935
H  -3.2636  1.4955  5.7115  0.0836
H  -2.7783  1.9737  4.2088  0.0928
C  -0.5238  -1.9039  -1.9445  -0.1569
O  -0.4158  -0.5368  -1.8757  -0.2309
P  0.2623  0.2798  -0.6549  0.4866
O  0.3079  -0.4596  0.6222  -0.2294
O  1.6649  0.6594  -1.3408  -0.2050
C  2.4692  -0.3951  -1.8737  -0.1026
O  -0.5396  1.7298  -0.6573  -0.2076
C  -1.8119  1.9254  -1.2044  -0.1261
H  -1.4559  -2.3650  -1.6176  0.0929
H  0.2321  -2.3768  -1.3175  0.0749
H  -0.3160  -2.3648  -2.9101  0.0937
H  2.0923  -1.4114  -1.7588  0.0707
H  3.5068  -0.4774  -1.5500  0.0924
H  2.5432  -0.2887  -2.9560  0.0925
H  -2.1629  0.9961  -1.6532  0.0755
H  -1.8504  2.6516  -2.0164  0.0878
H  -2.5294  2.2442  -0.4483  0.0911
C  2.4593  -8.7771  10.1255  -0.0983
O  2.5092  -7.3671  9.8285  -0.2294
P  3.5637  -6.8219  8.7308  0.4270
O  3.6708  -7.5681  7.4846  -0.2252
O  3.0941  -5.2746  8.5835  -0.2278
C  3.4236  -4.4427  7.4486  -0.0848
O  4.9494  -6.8164  9.5944  -0.2178
C  4.9624  -6.3300  10.9501  -0.1189
H  3.1196  -9.1503  10.9084  0.0915
H  2.4179  -9.3553  9.2025  0.0853
H  1.4725  -9.1322  10.4226  0.0805
H  2.4527  -4.1353  7.0600  0.0848
H  3.9618  -4.8010  6.5711  0.0915
H  3.8740  -3.5598  7.9020  0.0865
H  4.0991  -5.8640  11.4251  0.0882
H  5.6399  -5.4781  11.0089  0.0803
H  5.3900  -7.0695  11.6271  0.0864

Output
Charge: 0
Spin multiplicity: 1

---

No. 3
Computed, not measured: one molecule with the formula C14H10N4S4, with the ωB97M-V functional and the def2-TZVPD basis.

Each line ends with the Löwdin charge.
Element x y z (Å)
N  -2.6214  1.8607  0.7431  0.1948
N  -4.3654  -1.3213  3.7946  0.1937
C  -2.2902  1.3721  1.7450  -0.1647
C  -3.2646  -0.9714  3.5862  -0.1904
N  0.1742  2.2380  3.8910  0.1175
N  -0.8521  -2.7910  2.7378  0.0939
S  1.1768  0.4693  2.1317  0.9190
S  -2.3882  -2.1982  0.7383  0.9294
S  1.6871  3.1630  0.7697  0.9669
S  0.1977  -3.6432  -0.2453  0.9293
C  -0.1678  1.2416  3.1046  -0.5643
C  -1.3878  -1.7109  2.2396  -0.5289
C  1.6517  3.2720  -1.0386  -0.3334
C  0.6793  -3.3384  -1.9658  -0.3197
C  1.3512  1.4924  0.6586  -0.8842
C  -1.1999  -2.4737  -0.4458  -0.8872
C  1.0241  2.2150  -1.5617  -0.1847
C  -0.0883  -2.2364  -2.4403  -0.1859
C  0.9196  1.1783  -0.6002  -0.2042
C  -1.1290  -1.7522  -1.5926  -0.2190
C  -1.6586  0.8785  2.9747  -0.2456
C  -1.8859  -0.6663  3.2579  -0.2750
H  -0.5816  2.7192  4.3671  0.0569
H  -0.7915  -3.5566  1.9869  0.0144
H  1.8398  4.0512  -1.6683  0.0379
H  1.4654  -3.8319  -2.4978  0.0541
H  0.7496  2.2495  -2.6245  0.1192
H  0.1050  -2.0579  -3.4282  0.0635
H  0.4381  0.2094  -0.7896  0.0903
H  -1.8706  -1.0266  -1.9969  0.1334
H  -2.0983  1.3748  3.8854  0.1571
H  -1.3414  -0.9517  4.0869  0.1158

Output
Charge: 0
Spin multiplicity: 1

---

| no. | HOMO energy (eV) | HOMO-LUMO gap (eV) | E_LUMO (eV) |
| --- | --- | --- | --- |
| 1 | -13.21 | 7.06 | -6.1 |
| 2 | -10.10 | 10.32 | 0.2 |
| 3 | -8.96 | 8.47 | -0.5 |